14
Properties=species:S:1:pos:R:3 method="wB97M-V/def2-TZVPD" gap_ev="9.25 / 8.73" e_homo_ev="-8.48 / -8.41" energy_ev=-9838.3977 relative_energy_kj_mol=857.0
C -1.598 0.307 0.595
C -0.979 1.330 0.116
C -0.933 -0.905 1.230
C 1.697 -0.050 -1.432
N 1.037 0.327 0.929
O 0.388 -0.897 0.870
O 1.844 0.499 -0.160
H -2.731 0.337 0.410
H -1.321 2.220 -0.271
H -1.027 -0.798 2.287
H -1.488 -1.692 0.791
H 0.989 0.487 -1.920
H 1.575 -1.239 -1.394
H 2.548 0.074 -2.050

14
Properties=species:S:1:pos:R:3 method="wB97M-V/def2-TZVPD" gap_ev=9.70 smiles="CC(=C=O)C=O.N" e_homo_ev=-9.10 energy_ev=-9845.5313 relative_energy_kj_mol=168.7
C 2.220 -0.168 0.030
C 0.714 -0.132 -0.034
C 0.067 -0.882 -1.101
O 0.706 -1.493 -1.935
C 0.069 0.457 0.966
O -0.248 1.002 1.943
N -2.359 0.481 0.213
H 2.553 -1.193 0.209
H 2.635 0.149 -0.930
H 2.612 0.472 0.821
H -2.075 1.444 -0.005
H -1.030 -0.859 -1.099
H -2.644 0.514 1.184
H -3.221 0.207 -0.264

14
Properties=species:S:1:pos:R:3 method="wB97M-V/def2-TZVPD" gap_ev=10.18 smiles="O[C@@H]1CN=COC1" e_homo_ev=-9.29 energy_ev=-9844.6960 relative_energy_kj_mol=249.3
O -1.168 -0.482 1.002
C -0.005 -0.930 0.194
C -0.271 -0.494 -1.274
O -1.021 0.699 -1.123
C -0.497 1.427 -0.107
N 0.610 1.292 0.514
C 1.161 -0.068 0.625
H -0.906 0.113 1.732
H 0.049 -2.005 0.333
H 0.662 -0.240 -1.810
H -0.830 -1.201 -1.891
H -1.165 2.244 0.141
H 2.103 -0.196 0.071
H 1.389 -0.282 1.679

Repeat the second record exactly.
14
Properties=species:S:1:pos:R:3 method="wB97M-V/def2-TZVPD" gap_ev=9.70 smiles="CC(=C=O)C=O.N" e_homo_ev=-9.10 energy_ev=-9845.5313 relative_energy_kj_mol=168.7
C 2.220 -0.168 0.030
C 0.714 -0.132 -0.034
C 0.067 -0.882 -1.101
O 0.706 -1.493 -1.935
C 0.069 0.457 0.966
O -0.248 1.002 1.943
N -2.359 0.481 0.213
H 2.553 -1.193 0.209
H 2.635 0.149 -0.930
H 2.612 0.472 0.821
H -2.075 1.444 -0.005
H -1.030 -0.859 -1.099
H -2.644 0.514 1.184
H -3.221 0.207 -0.264